ORCA calculation (the ωB97M-V functional and the def2-TZVPD basis) on a cluster of 7 separate species, C26H50O10 in total in a non-equilibrium geometry.

Each line ends with the Mulliken charge.
Element x y z (Å)
O: 2.927 -0.476 2.485  -0.5339
C: 2.553 -1.075 1.541  0.0386
O: 2.192 -2.400 1.579  -0.3448
C: 1.395 -2.626 0.466  0.3576
O: 0.634 -3.533 0.418  -0.5160
C: 1.643 -1.536 -0.500  0.2551
C: 1.238 -1.520 -1.922  -0.7874
C: -0.284 -1.552 -2.203  -0.8207
C: -1.104 -0.567 -1.413  0.5620
C: -1.722 0.487 -2.089  -0.7242
C: -2.508 1.412 -1.406  -0.7717
C: -2.705 1.318 -0.035  -0.3669
C: -2.091 0.275 0.653  -0.6725
C: -1.309 -0.649 -0.037  -0.1114
C: 2.338 -0.592 0.148  0.5557
C: 2.825 0.685 -0.453  0.1862
C: 3.493 1.675 0.501  -0.5995
O: 4.417 2.503 -0.220  -0.5728
H: 1.663 -2.414 -2.385  0.2252
H: 1.659 -0.673 -2.452  0.3770
H: -0.658 -2.570 -2.142  0.2871
H: -0.395 -1.277 -3.249  0.4980
H: -1.619 0.610 -3.159  0.3607
H: -2.997 2.215 -1.940  0.3970
H: -3.330 2.015 0.499  0.4727
H: -2.238 0.147 1.715  0.4628
H: -0.880 -1.460 0.533  0.4469
H: 2.027 1.174 -1.009  0.4337
H: 3.578 0.408 -1.201  -0.0408
H: 2.733 2.327 0.933  0.2201
H: 4.076 1.189 1.267  0.3846
H: 4.005 2.738 -1.058  0.3230
C: 7.326 0.416 -3.533  -1.2006
C: 6.329 1.024 -2.564  -0.1784
O: 5.012 0.507 -2.777  -0.4946
H: 7.024 0.611 -4.563  0.2931
H: 8.324 0.826 -3.376  0.3638
H: 7.375 -0.669 -3.407  0.3481
H: 6.267 2.101 -2.702  0.3045
H: 6.628 0.832 -1.530  0.2641
H: 5.051 -0.447 -2.651  0.2469
C: 2.342 -5.811 -1.845  -0.7128
C: 2.327 -6.062 -3.342  -0.1186
O: 3.055 -5.052 -4.045  -0.5201
H: 1.913 -4.834 -1.620  -0.0242
H: 1.772 -6.572 -1.312  0.3561
H: 3.366 -5.816 -1.462  0.3528
H: 1.307 -6.034 -3.720  0.0815
H: 2.756 -7.042 -3.574  0.3077
H: 3.963 -5.072 -3.727  0.2978
C: -4.461 0.524 5.615  -1.2209
C: -3.408 1.232 4.789  0.0948
O: -3.822 1.377 3.423  -0.4406
H: -4.674 -0.460 5.195  0.3508
H: -4.131 0.404 6.647  0.3601
H: -5.394 1.091 5.615  0.2998
H: -2.482 0.658 4.772  0.3288
H: -3.196 2.218 5.212  -0.0006
H: -4.639 1.888 3.420  0.2665
C: -4.321 6.421 5.712  -1.2839
C: -3.950 4.957 5.565  0.0951
O: -4.659 4.143 6.508  -0.5530
H: -4.107 6.768 6.723  0.3139
H: -3.767 7.038 5.003  0.3341
H: -5.390 6.567 5.535  0.3462
H: -2.888 4.813 5.760  0.2376
H: -4.163 4.610 4.557  0.2094
H: -5.599 4.254 6.339  0.3221
C: -0.829 4.082 1.726  -1.0499
C: -1.765 4.850 2.641  -0.1661
O: -3.109 4.392 2.520  -0.4862
H: -1.149 4.179 0.688  0.2559
H: 0.195 4.450 1.814  0.4202
H: -0.837 3.017 1.970  0.2465
H: -1.770 5.908 2.384  0.3858
H: -1.441 4.752 3.684  0.1739
H: -3.117 3.458 2.758  0.1994
C: -1.820 -5.952 -5.893  -1.1057
C: -1.932 -4.737 -4.991  -0.2979
O: -0.654 -4.314 -4.519  -0.3684
H: -1.343 -6.776 -5.362  0.2672
H: -2.803 -6.279 -6.236  0.3699
H: -1.206 -5.728 -6.768  0.3331
H: -2.529 -4.968 -4.110  0.2788
H: -2.413 -3.910 -5.524  0.2992
H: -0.118 -4.094 -5.287  0.2358

E_LUMO = -0.33 eV
E_tot = -48246.6258 eV
SMILES = O=C1OC(=O)C(CCc2ccccc2)=C1CCO.CCO.CCO.CCO.CCO.CCO.CCO
HOMO-LUMO gap = 8.711 eV
Maximum force = 1.14 eV/A
Net charge = 0

ORCA calculation (the ωB97M-V functional and the def2-TZVPD basis) on a structure of composition C26H50OP2SiW in a non-equilibrium geometry.

Each line ends with the Mulliken charge.
Element x y z (Å)
W: -1.298 2.293 -0.032  -0.8935
C: -0.483 0.915 1.520  1.0699
C: -1.473 1.829 2.049  1.0671
C: -2.495 0.471 0.425  0.0635
C: -1.117 0.081 0.535  0.8298
C: -2.743 1.511 1.405  0.1465
C: 0.940 0.796 1.946  -1.5749
H: 1.499 1.723 1.776  0.2359
H: 1.439 -0.015 1.403  0.4759
H: 1.015 0.557 3.016  0.3828
C: -0.478 -1.092 -0.100  -1.6972
H: 0.337 -0.796 -0.765  0.1392
H: -1.195 -1.667 -0.693  0.4058
H: -0.078 -1.761 0.677  0.3751
C: -3.455 -0.264 -0.458  -1.1472
H: -3.583 -1.294 -0.094  0.4073
H: -3.052 -0.341 -1.483  0.2814
H: -4.444 0.206 -0.496  0.4048
C: -4.086 2.044 1.789  -1.2115
H: -4.745 1.207 2.064  0.3702
H: -4.607 2.598 0.994  0.2755
H: -3.999 2.692 2.665  0.3984
C: -1.215 2.856 3.090  -1.5648
H: -1.656 2.585 4.059  0.3518
H: -1.641 3.827 2.817  0.3675
H: -0.142 2.982 3.255  0.3898
C: 4.693 0.694 -2.731  -0.1253
C: 4.986 0.443 -1.443  -0.5653
C: 5.234 1.325 -0.248  -0.7433
C: 5.062 2.853 -0.515  -1.0454
C: 3.598 3.216 -0.602  -0.6597
C: 2.780 2.407 -1.267  1.1723
C: 2.618 2.146 -2.733  0.6551
C: 3.976 1.843 -3.394  -1.1757
H: 6.266 1.162 0.090  0.4937
H: 5.549 3.097 -1.476  0.3341
H: 4.592 0.993 0.579  0.2952
H: 4.594 2.762 -3.371  0.4211
H: 5.030 -0.041 -3.471  0.4353
H: 5.217 -0.614 -1.243  0.4138
H: 3.795 1.596 -4.452  0.4724
H: 1.845 1.351 -2.853  -0.0846
H: 1.926 1.959 -0.688  -0.3754
H: 2.146 3.047 -3.177  0.1031
H: 5.548 3.447 0.267  0.5315
H: 3.352 4.209 -0.206  0.2851
P: 0.176 3.979 -0.749  1.4745
C: 1.244 5.007 -1.890  -1.7961
C: 0.516 5.114 0.675  -1.2964
P: -2.584 4.054 -0.520  0.5879
C: -1.302 4.806 -1.590  -1.4186
C: -3.479 5.398 0.256  -1.1841
C: -3.263 2.876 -1.763  -1.4244
H: 1.041 4.754 -2.937  0.4404
H: 2.309 4.904 -1.675  0.6170
H: 0.950 6.054 -1.730  0.7087
H: 0.579 6.134 0.274  0.4732
H: 1.502 4.823 1.061  0.3561
H: -0.203 5.088 1.498  0.3048
H: -3.272 3.445 -2.701  0.5701
H: -4.269 2.564 -1.458  0.4221
H: -2.617 1.972 -1.912  0.5196
H: -1.349 4.502 -2.650  0.4616
H: -1.212 5.888 -1.497  0.5817
H: -4.148 4.979 1.016  0.3922
H: -4.064 5.926 -0.501  0.4502
H: -2.829 6.127 0.765  0.3597
C: 1.450 -1.842 -3.676  -0.8371
Si: -0.290 -1.027 -3.871  0.4598
C: -0.442 -0.615 -5.730  -1.2298
C: -1.469 -2.532 -3.670  -1.1716
O: -0.548 0.189 -2.892  -0.6342
H: 1.643 -2.520 -4.520  0.4034
H: 1.521 -2.430 -2.749  0.3015
H: 2.260 -1.098 -3.655  0.0016
H: -0.253 -1.498 -6.357  0.3369
H: -1.453 -0.254 -5.964  0.2788
H: 0.266 0.168 -6.035  0.3104
H: -1.171 -3.195 -2.845  0.3097
H: -2.496 -2.198 -3.471  0.2978
H: -1.478 -3.129 -4.596  0.3856

E_LUMO (alpha / beta) = -7.87 / -8.52 eV
<S²> = 2.13
E_tot = -58079.1267 eV
Multiplicity = 3
HOMO-LUMO gap (alpha / beta) = 4.378 / 3.716 eV
Energy above the lowest of the compared OMol25 structures with the same formula, charge and spin = 174.3 kcal per mole
Maximum force = 5.70 eV/A
Net charge = +2

ORCA calculation (the ωB97M-V functional and the def2-TZVPD basis) on a structure of composition C26H52I3N3O3PS2 in a non-equilibrium geometry.

Each line ends with the Mulliken charge.
Element x y z (Å)
C: 4.625 3.063 -0.080  -0.7837
C: 5.104 1.669 0.307  -0.2869
O: 4.514 0.584 -0.426  -0.4074
C: 3.137 0.408 -0.192  -1.4134
C: 2.932 -1.067 0.304  0.5490
P: 4.236 -1.336 1.630  -0.3684
O: 3.587 -0.613 2.959  -0.4513
O: 4.096 -2.964 1.926  -0.4938
C: 1.461 -1.049 0.851  -0.0933
C: 1.134 -2.243 1.757  -1.7014
C: -0.274 -2.302 2.398  -1.4892
C: -0.940 -0.940 2.653  0.9173
S: -1.518 -0.775 4.396  -0.2337
C: -3.282 -1.015 4.496  0.1787
S: -3.789 -2.081 5.624  -0.2056
N: -4.221 -0.303 3.760  0.1850
C: -5.154 -1.146 2.996  -1.0248
C: -4.511 -2.141 2.042  -0.6841
C: -3.703 0.817 2.970  0.1125
C: -4.800 1.905 2.831  -1.5870
C: 0.565 -0.859 -0.377  0.4612
C: 0.424 -2.054 -1.321  -1.2620
C: -0.503 -3.187 -0.850  -1.0814
C: -1.942 -2.761 -0.682  -0.6700
I: -0.499 -4.579 -2.542  0.1010
N: 0.848 0.455 -1.090  0.7154
N: 0.519 1.419 -0.062  -0.1914
C: -0.180 0.733 -2.171  -0.1961
C: -0.346 2.208 -2.573  -1.5954
C: -1.572 2.933 -1.942  0.7242
C: -2.303 3.742 -3.015  -1.7988
C: -1.100 3.960 -0.869  -1.3381
C: 2.286 0.688 -1.483  -0.5817
C: 3.004 0.003 -2.691  -1.8879
I: 4.484 1.495 -3.402  0.2266
C: 2.422 -0.421 -4.066  -0.9356
C: 1.561 -1.677 -4.185  -1.3307
I: 1.625 1.181 -5.308  0.1833
H: 4.856 3.749 0.732  0.4330
H: 3.547 3.104 -0.211  0.0464
H: 5.148 3.406 -0.961  0.2409
H: 6.169 1.599 0.113  0.4717
H: 4.954 1.486 1.372  0.2499
H: 2.871 1.094 0.606  1.1053
H: 3.043 -1.779 -0.510  1.0012
H: 3.456 -1.248 3.687  0.3290
H: 4.614 -3.418 1.242  0.3440
H: 1.472 -0.192 1.507  1.0785
H: 1.820 -2.173 2.591  0.5583
H: 1.424 -3.161 1.254  0.2525
H: -0.967 -2.968 1.899  0.2693
H: -0.134 -2.754 3.375  0.8956
H: -0.290 -0.085 2.497  0.2081
H: -1.814 -0.783 2.031  -0.7418
H: -5.810 -0.505 2.413  0.3983
H: -5.792 -1.659 3.704  0.4123
H: -4.233 -1.637 1.121  0.1680
H: -5.279 -2.860 1.765  0.5311
H: -3.701 -2.715 2.483  0.1827
H: -2.866 1.293 3.455  0.4859
H: -3.435 0.537 1.948  -0.1783
H: -5.568 1.795 3.587  0.3623
H: -4.359 2.886 2.982  0.4150
H: -5.214 1.901 1.827  0.4027
H: -0.438 -0.722 0.028  0.0004
H: 1.390 -2.517 -1.490  0.2547
H: -0.050 -1.784 -2.253  0.7796
H: -0.101 -3.784 -0.049  0.9598
H: -2.388 -2.424 -1.612  0.4880
H: -2.514 -3.630 -0.368  0.5815
H: -2.023 -2.040 0.126  -0.5079
H: 1.030 2.284 -0.155  0.2151
H: -0.479 1.504 0.052  0.0057
H: -1.132 0.398 -1.770  0.8900
H: -0.009 0.137 -3.060  -0.3467
H: -0.562 2.187 -3.634  0.5114
H: 0.564 2.784 -2.448  0.3904
H: -2.249 2.210 -1.490  0.1739
H: -3.137 4.241 -2.533  0.4918
H: -1.644 4.488 -3.450  0.3859
H: -2.651 3.066 -3.792  0.4383
H: -0.040 4.187 -0.970  0.2508
H: -1.631 4.899 -0.969  0.4433
H: -1.236 3.595 0.148  0.2921
H: 2.378 1.756 -1.638  1.0734
H: 3.653 -0.791 -2.345  0.9104
H: 3.296 -0.672 -4.646  1.0607
H: 1.872 -2.402 -3.440  0.2250
H: 0.492 -1.501 -4.172  0.3700
H: 1.769 -2.132 -5.148  0.4796

E_LUMO = -2.88 eV
E_tot = -93670.8363 eV
HOMO-LUMO gap = 7.199 eV
Maximum force = 2.50 eV/A
Net charge = +1

ORCA calculation (the ωB97M-V functional and the def2-TZVPD basis) on a structure of composition C26H52O52S13 in a non-equilibrium geometry.

Each line ends with the Mulliken charge.
Element x y z (Å)
C: -11.433 -11.231 -2.283  -0.5725
C: -11.354 -9.832 -2.921  -0.4156
O: -10.452 -9.196 -2.030  -0.4167
S: -9.218 -10.178 -1.731  1.1053
O: -8.782 -9.928 -0.416  -0.4318
O: -8.289 -10.119 -2.800  -0.5400
O: -10.119 -11.504 -1.799  -0.0668
H: -11.714 -11.957 -3.042  0.2979
H: -12.125 -11.242 -1.442  0.3923
H: -12.379 -9.475 -2.848  0.3755
H: -10.981 -9.851 -3.941  0.2896
C: -6.348 -13.351 3.853  0.9180
C: -7.058 -13.720 5.147  0.4613
O: -6.320 -13.102 6.197  -0.4133
S: -5.319 -11.982 5.711  1.1365
O: -4.057 -12.236 6.298  -0.7661
O: -5.879 -10.684 5.813  -0.2945
O: -5.283 -12.449 4.174  -0.1565
H: -7.007 -12.994 3.070  -0.5977
H: -5.836 -14.212 3.413  -0.1809
H: -7.212 -14.774 5.377  0.2846
H: -8.086 -13.347 5.199  -0.4051
C: -3.203 -15.673 -2.367  0.5245
C: -4.411 -15.929 -3.304  0.9281
O: -3.974 -16.830 -4.300  -0.4506
S: -2.415 -16.568 -4.620  1.0481
O: -2.381 -15.648 -5.697  -0.5210
O: -1.713 -17.783 -4.712  -0.5852
O: -2.079 -15.952 -3.201  -0.2633
H: -3.320 -16.389 -1.559  0.2432
H: -3.187 -14.626 -2.088  -0.5080
H: -4.850 -15.008 -3.699  -0.2348
H: -5.220 -16.413 -2.755  -0.2438
C: -0.665 -11.113 3.530  0.4110
C: -0.683 -10.281 2.246  0.7729
O: 0.328 -9.303 2.410  -0.3143
S: 1.250 -9.485 3.695  1.0962
O: 1.216 -8.312 4.486  -0.5566
O: 2.511 -10.003 3.303  -0.5625
O: 0.389 -10.647 4.379  -0.4426
H: -0.423 -12.151 3.307  -0.0748
H: -1.596 -11.133 4.095  0.0299
H: -1.649 -9.811 2.076  -0.6336
H: -0.497 -10.965 1.418  0.2874
C: -9.581 -12.205 2.390  0.1290
C: -11.024 -11.763 2.311  -0.2439
O: -11.477 -11.774 3.663  -0.3586
S: -10.900 -13.083 4.361  1.1255
O: -11.645 -14.229 3.978  -0.6768
O: -10.653 -12.801 5.715  -0.4962
O: -9.550 -13.121 3.514  -0.1829
H: -8.919 -11.396 2.688  -0.1795
H: -9.173 -12.730 1.533  0.2266
H: -11.679 -12.447 1.757  0.3849
H: -11.188 -10.795 1.849  0.2873
C: -7.707 -19.098 -0.078  -0.4337
C: -6.533 -18.615 -0.952  -0.4299
O: -6.190 -17.316 -0.466  -0.0889
S: -7.327 -16.744 0.509  1.0019
O: -8.351 -16.146 -0.268  -0.5925
O: -6.780 -16.049 1.610  -0.4151
O: -7.818 -18.180 0.991  -0.3915
H: -7.641 -20.107 0.321  0.3515
H: -8.593 -19.143 -0.719  0.2673
H: -6.840 -18.498 -1.991  0.3170
H: -5.704 -19.320 -0.945  0.3510
C: -4.519 -6.058 4.126  -0.3501
C: -3.239 -5.947 3.293  -0.4475
O: -2.876 -7.302 2.906  -0.2746
S: -4.033 -8.326 3.266  0.8324
O: -3.549 -9.495 3.890  -0.7387
O: -4.976 -8.461 2.219  -0.2906
O: -4.680 -7.422 4.444  -0.1717
H: -5.351 -5.653 3.542  0.2576
H: -4.486 -5.421 5.008  0.3904
H: -2.426 -5.370 3.725  0.3165
H: -3.422 -5.512 2.308  0.2594
C: -2.593 -14.506 3.035  0.3172
C: -2.939 -15.751 2.185  -0.4851
O: -3.010 -15.214 0.847  0.0344
S: -1.849 -14.128 0.707  0.5453
O: -2.106 -13.254 -0.366  -0.0725
O: -0.599 -14.799 0.769  -0.6253
O: -2.156 -13.483 2.138  -0.0548
H: -1.815 -14.653 3.780  0.4261
H: -3.521 -14.241 3.540  -0.4202
H: -3.957 -16.117 2.305  0.2329
H: -2.260 -16.590 2.330  0.2360
C: -7.913 -12.790 -7.221  -0.4370
C: -8.953 -13.924 -7.090  -0.3932
O: -8.901 -14.254 -5.703  -0.3471
S: -8.812 -12.892 -4.874  1.0887
O: -8.191 -13.200 -3.645  -0.2110
O: -10.018 -12.145 -4.916  -0.6642
O: -7.775 -12.239 -5.905  -0.2722
H: -8.260 -12.001 -7.888  0.2881
H: -6.920 -13.088 -7.553  0.3103
H: -8.623 -14.745 -7.717  0.3294
H: -9.970 -13.603 -7.305  0.3175
C: -7.525 -8.102 6.009  -0.3078
C: -7.658 -8.560 4.538  0.6622
O: -8.861 -9.345 4.483  -0.3819
S: -9.323 -9.829 5.939  1.1483
O: -8.637 -10.977 6.401  -0.4500
O: -10.733 -9.768 5.973  -0.6151
O: -8.696 -8.560 6.678  -0.4828
H: -7.419 -7.028 6.141  0.3171
H: -6.648 -8.566 6.457  0.2930
H: -6.784 -9.164 4.309  -0.6652
H: -7.779 -7.741 3.835  0.5056
C: -5.149 -11.896 -4.590  0.0216
C: -4.093 -11.495 -5.618  -0.4570
O: -3.032 -10.905 -4.870  -0.3575
S: -2.883 -11.646 -3.457  0.7004
O: -2.758 -10.656 -2.454  -0.2173
O: -1.920 -12.674 -3.581  -0.5473
O: -4.380 -12.245 -3.428  0.0345
H: -5.560 -12.820 -4.997  -0.0877
H: -5.904 -11.152 -4.354  0.2868
H: -4.409 -10.705 -6.297  0.3440
H: -3.761 -12.360 -6.194  0.3132
C: -6.344 -12.213 -1.113  1.0702
C: -5.825 -13.462 -0.417  2.9734
O: -5.401 -13.013 0.880  -0.2261
S: -5.280 -11.425 1.027  0.5958
O: -3.924 -11.142 1.301  0.2193
O: -6.290 -10.868 1.844  -0.4056
O: -5.636 -11.130 -0.508  0.0107
H: -7.394 -12.134 -0.825  -0.4254
H: -6.216 -12.146 -2.181  -1.2858
H: -4.994 -14.016 -0.852  -1.6601
H: -6.639 -14.140 -0.170  -0.6913
C: -1.679 -8.064 -0.633  -0.0256
C: -3.199 -8.076 -0.485  0.7201
O: -3.693 -7.282 -1.579  -0.2456
S: -2.557 -6.481 -2.365  1.0834
O: -2.775 -5.093 -2.213  -0.5824
O: -2.401 -7.065 -3.643  -0.5361
O: -1.355 -6.909 -1.414  -0.4239
H: -1.184 -8.928 -1.073  0.2402
H: -1.215 -7.902 0.343  0.2052
H: -3.564 -7.606 0.419  0.1245
H: -3.547 -9.097 -0.632  -0.6248

E_LUMO = -0.47 eV
E_tot = -275121.0573 eV
HOMO-LUMO gap = 10.063 eV
Energy above the lowest of the compared OMol25 structures with the same formula, charge and spin = 23.4 kcal per mole
Maximum force = 1.96 eV/A
Net charge = 0